1.
Here is C23H29N2O2RhSTe as an isolated structure from OMol25. Energies are from ωB97M-V with the def2-TZVPD basis set.

The geometry in XYZ format:
```
59
Properties=species:S:1:pos:R:3:forces:R:3
Rh 0.72193 -1.99703 -0.56784 -0.5 0.3 -0.7
C -1.74029 -1.12006 4.56939 0.0 0.0 0.0
C -2.87702 -1.40802 3.59788 0.0 0.0 0.0
N -2.48650 -2.26580 2.47297 0.0 0.0 0.0
C -2.87649 -3.67197 2.54536 0.0 0.0 0.0
C -1.88768 -4.51885 3.33408 0.0 0.0 0.0
C -1.73534 -1.76190 1.48025 0.0 -0.2 0.1
S -1.26708 -2.86790 0.20781 0.0 0.2 0.1
N -1.48188 -0.45922 1.58668 0.1 0.0 -0.1
C -0.78376 0.28681 0.74161 -0.3 0.2 0.2
O -0.03259 -0.05539 -0.20718 0.6 -0.8 0.2
C -0.89506 1.76603 0.96440 0.0 -0.1 -0.2
C -0.28413 2.62108 0.05088 0.0 0.0 0.0
C -0.36574 3.99264 0.22269 0.0 0.0 0.0
C -1.05159 4.51755 1.31029 0.0 0.0 0.0
C -1.66003 3.66716 2.22326 0.0 0.0 0.0
C -1.58590 2.29375 2.04923 0.0 0.0 0.0
H -2.08496 -0.43453 5.34517 0.0 0.0 0.0
H -0.90326 -0.66013 4.04788 0.0 0.0 0.0
H -1.38877 -2.03049 5.05411 0.0 0.0 0.0
H -3.27217 -0.47626 3.19564 0.0 0.0 0.0
H -3.68996 -1.92408 4.10924 0.0 0.0 0.0
H -2.98164 -4.05998 1.53549 0.0 0.0 0.0
H -3.86583 -3.70388 3.00356 0.0 0.0 0.0
H -0.89273 -4.43542 2.89708 0.0 0.0 0.0
H -2.18998 -5.56648 3.31165 0.0 0.0 0.0
H -1.83528 -4.20503 4.37641 0.0 0.0 0.0
H 0.23995 2.19411 -0.79205 0.0 0.0 0.0
H 0.10500 4.65423 -0.49438 0.0 0.0 0.0
H -1.11414 5.58978 1.44601 0.0 0.0 0.0
H -2.19523 4.07579 3.07058 0.0 0.0 0.0
H -2.05150 1.61709 2.75184 0.0 0.0 0.0
C 2.71447 -3.75028 0.72848 -0.1 0.0 -0.2
C 1.75825 -2.59426 0.93237 0.1 0.3 0.4
O 1.56275 -2.05817 1.98192 0.1 0.0 -0.2
H 2.95824 -4.18864 1.69468 0.0 0.0 0.0
H 3.61825 -3.36370 0.25650 0.0 0.0 0.0
H 2.28070 -4.49803 0.06440 0.0 0.0 0.0
C 1.06556 4.14207 -4.57820 0.0 0.0 0.0
C 1.39607 2.76713 -4.06557 0.0 0.0 0.0
C 2.07358 2.58926 -2.86781 -0.1 0.0 0.1
C 2.36072 1.32788 -2.35506 0.1 0.1 0.0
C 3.06977 1.23530 -1.03100 0.0 0.0 0.0
C 1.98304 0.20528 -3.09785 -0.1 -0.2 -0.2
Te 2.53708 -1.71250 -2.38052 0.2 0.0 0.5
C 1.31634 0.35177 -4.31778 -0.1 0.0 0.0
C 0.87691 -0.80217 -5.17928 0.0 -0.1 0.0
C 1.02324 1.63471 -4.77232 0.0 0.0 0.0
H 1.44693 4.91421 -3.91074 0.0 0.0 0.0
H -0.01402 4.27521 -4.66683 0.0 0.0 0.0
H 1.49734 4.30728 -5.56668 0.0 0.0 0.0
H 2.37494 3.46066 -2.29565 0.0 0.0 0.0
H 3.24192 2.23309 -0.62974 0.0 0.0 0.0
H 4.03681 0.73646 -1.12946 0.0 0.0 0.0
H 2.47494 0.67999 -0.29960 0.0 0.0 -0.1
H 1.13671 -1.77322 -4.75956 0.0 0.1 0.0
H 1.33265 -0.73418 -6.16838 0.0 0.0 0.0
H -0.20607 -0.78268 -5.31315 0.0 0.0 0.0
H 0.49253 1.74395 -5.71316 0.0 0.0 0.0
```
Forces are in eV/Å.

Relative energy (zero: lowest compared OMol25 entry of this formula, charge and spin), kcal per mole: 19.5
HOMO level (alpha / beta), eV: -7.6 / -7.4
Kohn-Sham gap (alpha / beta), eV: 6.656 / 5.678
E_LUMO (alpha / beta), Eh: -0.0354 / -0.0640
DFT total energy, eV: -52533.665

***

2.
Here is an isolated ion of composition C5H9N2O2 and charge +1 in a non-equilibrium geometry from OMol25. Energies are from ωB97M-V with the def2-TZVPD basis set.

The geometry in XYZ format:
```
18
Properties=species:S:1:pos:R:3:forces:R:3
C 1.31039 0.98922 -0.37569 -0.9 -0.4 0.6
C -0.08549 -1.15830 -0.81214 3.4 -1.0 1.7
C 0.66566 -0.29142 1.45355 -0.5 -0.3 -0.9
C 1.32937 0.99112 1.81950 0.6 -0.2 4.9
C -2.01563 -0.95753 -1.91027 0.1 -1.4 -0.1
N 1.02435 -0.42733 -0.00961 2.7 0.1 -0.7
N 1.60428 1.66473 0.73958 -1.2 -1.0 0.7
O 0.01680 -2.33096 -0.91952 0.2 -0.5 0.0
O -0.91183 -0.30928 -1.17046 -2.5 1.4 -1.0
H 1.63809 1.35991 -1.27296 0.6 0.0 -2.1
H 0.73395 -1.26909 1.95201 0.7 0.7 0.2
H -0.39134 -0.08988 1.39733 -0.9 0.3 0.2
H 1.36984 1.27250 2.96730 0.1 0.0 -3.1
H -1.98896 -2.06560 -1.58039 -0.6 1.9 -0.7
H -1.66871 -0.90670 -2.97848 -1.0 0.1 1.0
H -2.93343 -0.41706 -1.59156 0.7 -0.4 -0.7
H 1.94477 -1.01570 -0.09201 -1.9 0.8 0.0
H 1.78582 2.66377 0.72040 0.4 -0.2 0.0
```
Forces are in eV/Å.

Relative energy (zero: lowest compared OMol25 entry of this formula, charge and spin), kcal per mole: 118.0
HOMO level, eV: -11.7
Kohn-Sham gap, eV: 8.329
E_LUMO, Eh: -0.1232
Net charge: +1
DFT total energy, eV: -12395.839

***

3.
Here is C3H5AsF6NS2Se4V as an isolated structure in a non-equilibrium geometry from OMol25. Energies are from ωB97M-V with the def2-TZVPD basis set.

The geometry in XYZ format:
```
23
Properties=species:S:1:pos:R:3:forces:R:3
V -0.73871 0.43619 0.63199 1.6 -1.0 -0.2
Se 1.11105 -0.78041 -0.35311 -0.9 0.5 0.1
Se 2.94225 -0.04274 0.80197 0.1 0.1 0.5
Se 2.13366 0.26900 3.00786 0.1 -0.2 -0.2
Se -0.12656 0.18019 2.84788 -0.1 0.5 -0.1
F -2.04520 -1.20208 0.50469 -0.3 0.8 -0.2
As -3.33345 -0.12998 -0.23434 -0.8 -0.3 -0.8
F -1.83621 0.52684 -1.17444 -0.3 -0.2 0.8
F -2.78078 1.01838 1.05658 0.5 -0.5 -0.5
F -4.24000 1.10887 -0.93762 0.1 -0.2 0.1
F -4.51918 -0.77084 0.76362 0.1 0.1 0.0
F -3.52034 -1.23534 -1.49929 0.0 0.1 0.2
S 0.11761 2.55417 0.36656 0.2 0.4 0.6
C 0.76890 2.66289 -1.21396 -0.3 -0.1 -0.7
N 0.17186 2.20797 -2.28763 0.1 0.2 -0.1
C 0.81789 2.40381 -3.58229 0.1 0.0 -0.1
C 2.17452 3.07540 -3.32302 0.0 0.0 0.2
S 2.25869 3.44770 -1.52997 0.0 -0.1 0.1
H -0.77022 1.84141 -2.25042 0.0 -0.1 0.2
H 0.17795 3.01703 -4.21626 0.0 0.0 0.1
H 0.94530 1.43532 -4.06510 0.0 0.0 0.0
H 2.28909 4.00306 -3.87538 0.0 0.0 0.0
H 3.00696 2.41697 -3.55300 0.0 0.0 0.0
```
Forces are in eV/Å.

⟨S²⟩: 0.795
HOMO level (alpha / beta), eV: -11.6 / -11.6
Kohn-Sham gap (alpha / beta), eV: 5.594 / 5.388
E_LUMO (alpha / beta), Eh: -0.2215 / -0.2273
Spin multiplicity: 2
Net charge: +1
DFT total energy, eV: -390566.817